Record 1
This record from OMol25 describes C35H50MgNOSi as an isolated structure. The level of theory is wB97M-V/def2-TZVPD.

```
89
Properties=species:S:1:pos:R:3
Si -1.61 -1.83 -0.69
H 1.04 5.36 0.14
C 2.88 -2.79 -0.41
H 3.36 -0.21 1.02
C -0.17 -2.26 0.51
C 1.79 -1.49 1.73
H 0.19 -0.12 3.98
C -0.06 3.68 0.98
C 1.95 1.69 3.54
C -1.08 -2.25 -2.45
C -4.58 -4.76 -0.57
C 2.40 3.82 1.59
H 1.21 -1.98 -1.53
C -2.51 3.71 0.41
H 0.01 4.52 -1.02
C -0.57 -3.51 -2.77
H -3.00 1.43 3.58
H 0.11 -3.07 -6.06
C 0.83 2.13 2.62
H -0.51 -4.28 -2.01
H 1.34 -0.83 2.47
H 0.25 -4.79 -4.29
C -2.98 -2.98 -0.15
C 1.87 -1.69 -0.71
H -0.94 0.93 4.80
C -3.47 -2.90 1.15
C -1.55 2.18 2.16
C 0.89 1.60 -2.60
C -4.48 -3.73 1.60
H 1.39 3.33 -3.83
H -2.91 4.62 0.87
H -0.11 2.02 -2.51
H 1.55 1.46 4.53
C -0.46 1.60 2.81
C -3.56 -3.93 -1.00
H 3.40 -3.05 -1.33
H -0.82 -0.84 -5.54
C -1.34 3.17 1.20
H 3.20 3.13 1.83
C 2.77 3.04 -2.15
H 2.48 4.66 2.29
H -3.21 -4.01 -2.03
C -1.85 -0.02 -0.44
C 3.26 -1.19 1.51
H -3.06 -2.17 1.84
Mg 0.09 0.61 0.10
N 1.01 -1.35 0.46
H -0.60 -2.17 1.52
H -1.58 -0.32 -3.25
H -2.21 3.96 -0.61
H 2.33 3.92 -1.68
C 0.09 4.84 0.02
O 1.39 1.41 -1.24
C -0.22 -2.84 -5.05
C 3.88 -2.31 0.67
H 4.82 -1.99 0.22
H 2.49 1.97 -4.01
H 3.77 -1.10 2.47
H 0.82 0.62 -3.07
C -0.69 0.51 3.83
H 2.41 -0.80 -1.03
H -3.41 1.06 1.91
H 2.98 2.11 -0.16
C -1.16 -1.30 -3.47
H 2.49 0.80 3.20
C -5.04 -4.67 0.74
H -2.39 0.09 0.50
H -0.69 5.57 0.19
C -0.14 -3.80 -4.06
H 1.69 -2.51 2.11
C -2.96 1.81 2.56
H 3.78 3.29 -2.47
H 0.15 -3.30 0.43
H 2.37 -3.69 -0.08
H 2.68 2.48 3.67
H -4.85 -3.65 2.62
C 1.03 3.17 1.70
C 1.89 2.53 -3.29
H -3.31 2.99 0.35
H -2.44 0.47 -1.21
H -5.01 -5.48 -1.24
H 3.41 1.07 -1.53
H -3.60 2.68 2.52
H -1.51 -0.15 3.54
C -0.74 -1.59 -4.76
H 2.59 4.21 0.60
H -5.83 -5.32 1.08
C 2.75 1.88 -1.19
H 4.12 -3.14 1.33
```

Output
- Kohn-Sham gap: 8.9 eV
- Spin multiplicity: 1
- ΔE to the lowest compared entry with this formula, charge and spin: 0.000 eV
- HOMO: -10.80 eV
- LUMO: -1.86 eV
- Total energy: -53964.1596 eV
- Net charge: +1

=====

Record 2
This record from OMol25 describes one molecule with the formula C23H27N3O5S. The level of theory is wB97M-V/def2-TZVPD.

```
59
Properties=species:S:1:pos:R:3
O -1.95 -3.53 -1.57
C -1.22 -3.10 -0.50
C 4.06 1.98 -0.93
C -2.25 -4.90 -1.67
H 2.15 2.93 -0.77
O -4.77 0.34 -1.68
S 5.00 -0.36 -1.35
H -4.09 1.93 -2.70
H -2.54 2.71 -0.87
H -1.34 -5.50 -1.71
H 3.13 1.92 2.84
C 0.21 -1.99 1.61
C 2.34 0.07 -0.73
C 0.87 1.39 2.47
C -2.52 1.75 1.59
H -3.55 -1.19 -1.03
C -4.40 -0.58 -0.68
H -0.49 0.77 -0.22
O 0.96 1.92 3.56
C -1.54 0.90 2.41
H -2.88 -5.24 -0.84
H -3.66 -0.62 1.34
C -3.73 1.25 -1.92
H -1.90 -0.13 2.49
C -0.92 -1.74 -0.48
H -2.84 0.71 -2.29
C 3.21 3.18 -0.71
H -1.23 -1.13 -1.32
H -3.38 2.01 2.23
H 7.96 0.37 -1.06
C -4.01 0.12 0.62
C -0.09 -3.34 1.60
H -2.01 2.68 1.32
H -4.90 0.63 1.03
H -1.02 -4.96 0.58
H 7.87 1.98 -1.79
C 6.00 1.07 -1.46
H -5.26 -1.23 -0.52
H -1.45 1.32 3.42
H 0.77 -1.57 2.43
H -4.24 2.61 -0.33
O 1.91 -0.81 -1.46
H 7.58 0.53 -2.77
H -2.80 -5.01 -2.61
C -0.21 -1.19 0.56
H 0.24 -3.97 2.41
C -0.80 -3.90 0.56
C 3.66 0.66 -0.92
C 0.09 0.29 0.57
C 2.02 1.17 1.54
C -3.36 2.02 -0.65
N -2.94 1.08 0.37
N -0.22 0.90 1.85
C 7.44 0.99 -1.79
H 3.45 3.93 -1.46
N 5.37 2.17 -1.23
C 1.57 0.57 0.42
O 3.23 1.55 1.94
H 3.43 3.61 0.27
```

Output
- Kohn-Sham gap: 8.4 eV
- SMILES: COc1cccc([C@@H]2C(C(=O)c3sc(C)nc3C)=C(O)C(=O)N2CCN2CCOCC2)c1
- Spin multiplicity: 1
- ΔE to the lowest compared entry with this formula, charge and spin: 3.016 eV
- HOMO: -8.56 eV
- LUMO: -0.18 eV
- Total energy: -49832.2512 eV
- Net charge: 0